1.
Formula: C15H36O11P2
Source: the Open Molecules 2025 dataset
Level of theory: ωB97M-V with the def2-TZVPD basis set

Each line ends with the Mulliken charge.
Cartesian coordinates (Å):
C1 -0.04062 1.40492 3.35111  -0.58
C2 -0.39437 1.88396 4.75371  0.31
O1 0.24281 2.64045 5.40276  -0.53
C3 -1.78733 1.40887 5.31409  -0.65
H1 0.83217 1.90946 2.94298  0.26
H2 -0.95282 1.55552 2.53433  0.19
H3 0.06520 0.40990 3.25998  0.44
H4 -2.39734 2.27922 5.31151  0.24
H5 -1.55753 0.95985 6.45492  0.28
H6 -2.19582 0.54902 4.67476  0.11
C4 -4.42187 -1.77736 1.70439  -1.59
C5 -3.15363 -0.85578 1.80966  0.61
O2 -3.24057 0.42516 2.05776  -0.54
C6 -1.83100 -1.31901 1.25042  0.43
H7 -4.49891 -2.07397 0.72579  0.43
H8 -5.38947 -1.42316 2.10230  0.35
H9 -4.31744 -2.73928 2.00485  0.50
H10 -1.04847 -0.55489 1.42299  -0.21
H11 -1.84368 -1.28067 0.17716  -0.10
H12 -1.56860 -2.24746 1.61947  0.08
C7 -3.03563 -0.08761 -2.61519  -1.09
C8 -1.89234 0.88570 -2.31303  0.85
O3 -1.13945 1.25910 -3.19681  -0.48
C9 -1.91361 1.54707 -0.93474  -0.77
H13 -4.02150 0.28273 -2.23491  0.39
H14 -2.74308 -1.04879 -2.07274  0.18
H15 -3.07566 -0.29680 -3.77742  0.28
H16 -1.57851 2.51055 -1.08796  0.57
H17 -1.31862 1.06330 -0.28410  -0.14
H18 -2.94771 1.33713 -0.45007  0.28
C10 0.57639 -1.59267 -2.17755  -1.21
O4 1.51514 -2.58428 -1.97178  -0.34
P1 1.85810 -3.11117 -0.40326  0.41
O5 2.82482 -4.23743 -0.22403  -0.79
O6 2.64814 -1.78141 0.15489  0.02
C11 3.97372 -1.78270 0.60275  -0.94
O7 0.65263 -3.28849 0.57208  0.13
C12 0.42815 -4.30922 1.42935  -0.66
H19 0.48624 -1.11098 -3.09461  0.60
H20 0.50433 -0.71617 -1.54642  0.33
H21 -0.28549 -2.08781 -1.78888  0.58
H22 4.53393 -2.17758 -0.18107  0.38
H23 4.25840 -2.49255 1.26485  0.41
H24 4.04878 -0.77814 0.82651  0.25
H25 1.28665 -4.27520 2.14628  0.31
H26 0.30447 -5.30433 0.86893  0.28
H27 -0.57247 -4.09442 1.97081  0.14
C13 2.10990 1.64008 0.37865  -0.30
O8 1.25330 2.32812 -0.54120  -0.20
P2 1.79024 2.69702 -1.99355  0.90
O9 3.21890 3.17648 -1.85281  -0.82
O10 1.80909 1.24511 -2.83883  0.15
C14 3.03455 0.60067 -3.13913  -0.83
O11 0.86894 3.63634 -2.73154  -0.23
C15 0.93092 3.88737 -4.14063  -0.79
H28 2.82155 1.08781 -0.17064  -0.05
H29 1.34701 0.96502 0.97248  -0.25
H30 2.47622 2.30246 0.96552  0.71
H31 3.50212 1.27903 -3.87511  0.29
H32 2.94268 -0.38555 -3.63234  0.26
H33 3.61709 0.62711 -2.23247  0.30
H34 0.83987 3.01444 -4.93018  0.22
H35 1.77013 4.44729 -4.17285  0.47
H36 -0.20907 4.56862 -4.42215  0.21

Results
* energy relative to the best compared isomer or geometry (same formula, charge and spin): 0.0 kJ/mol
* net charge: 0

---

2.
Formula: C15H37CaFLi2MgNNbO6
Source: the Open Molecules 2025 dataset
Level of theory: ωB97M-V with the def2-TZVPD basis set

Each line ends with the Mulliken charge.
Cartesian coordinates (Å):
C1 -2.56508 -1.63631 3.82387  -1.02
C2 -1.64273 -0.45206 4.14413  -0.32
C3 -1.37910 0.48818 2.92526  0.50
N1 -1.56413 -0.18147 1.69086  -0.57
Nb1 0.21999 -0.95478 0.75526  -0.55
C4 -0.85758 -0.64805 -1.19850  -1.56
C5 -0.43556 -3.11168 0.96119  0.14
C6 -0.83383 -3.79188 -0.36214  -1.34
C7 1.29153 1.07577 0.62881  -0.82
C8 1.24172 1.77047 -0.70888  -0.67
F1 1.77708 0.99518 -1.75394  -0.27
C9 1.29254 -1.23646 2.77063  -0.98
C10 2.65501 -1.98963 2.60851  -0.38
C11 3.80540 -1.15114 3.18779  -0.85
C12 4.17027 -1.45332 4.61837  0.38
O1 5.12490 -0.92396 5.11482  -0.50
O2 3.43661 -2.36459 5.35099  -0.47
H1 -3.22854 -1.43819 2.99815  0.32
H2 -3.21999 -1.80235 4.68751  0.43
H3 -2.00213 -2.54738 3.69016  0.24
H4 -0.71000 -0.81901 4.57535  0.44
H5 -2.13801 0.13458 4.93811  0.54
H6 -0.41130 0.98051 3.05864  0.52
H7 -2.14601 1.32823 2.94539  -1.43
H8 -2.13834 0.35301 1.05799  0.10
H9 1.67159 -1.63063 -0.10838  0.06
H10 -1.78056 -1.22202 -1.25264  0.63
H11 -1.17037 0.38696 -1.37003  0.53
H12 -0.21617 -0.97810 -2.00828  0.39
H13 -1.21912 -3.13028 1.71741  -0.14
H14 0.39707 -3.67789 1.38162  0.39
H15 -0.76184 -4.86888 -0.26291  0.39
H16 -1.88729 -3.58829 -0.53716  0.33
H17 -0.28925 -3.43567 -1.22425  0.27
H18 0.96407 1.80943 1.37211  0.28
H19 2.35123 0.91546 0.83125  0.34
H20 0.22138 2.12511 -0.91714  0.51
H21 1.85650 2.67857 -0.65937  0.51
H22 1.48256 -0.30320 3.30942  0.56
H23 0.65185 -1.90775 3.35148  0.31
H24 2.62082 -2.89296 3.20520  0.51
H25 2.85027 -2.29546 1.59168  0.47
H26 3.60828 -0.08897 3.09951  0.29
H27 4.69132 -1.32681 2.58715  0.43
H28 2.75154 -1.91205 5.84345  0.29
Li1 -2.82416 2.88128 3.51958  0.91
O3 0.84937 1.63603 -5.89251  -0.83
C13 0.46442 0.91240 -4.87267  0.04
C14 -0.59288 -0.29745 -5.30344  -0.34
O4 -0.99367 -0.95483 -4.27665  -0.52
H29 -0.12270 1.47142 -4.08206  0.15
H30 1.26660 0.40537 -4.27998  0.49
H31 0.00370 -0.84108 -6.06244  0.33
H32 -1.36796 0.24001 -5.89855  0.19
C15 -1.65513 3.79778 -5.97945  -1.16
O5 -0.49089 3.76380 -6.70974  -0.53
H33 -2.10553 4.76473 -6.13348  0.67
H34 -2.36741 3.02176 -6.29059  0.38
H35 -1.43130 3.68682 -4.90605  0.05
H36 -0.12139 2.84925 -6.51204  0.49
Li2 -1.80184 -0.69613 6.69149  0.97
Mg1 0.71473 2.54401 -3.29064  0.75
O6 -1.43581 4.23496 -3.01996  -0.75
H37 -1.61641 5.11803 -3.37993  -0.01
Ca1 -2.90832 6.18165 -5.77934  1.49

Results
* E_tot: -58458.32372 eV
* net charge: +2

---

Which value of net charge does entry 1 give? 0

---

Among the records above, which one has the highest net charge? C15H37CaFLi2MgNNbO6

---

net charge of number 1 (C15H36O11P2)? 0

---

Number 2 is which compound? C15H37CaFLi2MgNNbO6